C25H19Br2ClN5O5S4V | ωB97M-V with the def2-TZVPD basis set

Relative energy (zero: lowest compared OMol25 entry of this formula, charge and spin) (kJ/mol): 47.3
Largest force on an atom (eV/Å): 2.2
E (eV): -265554.509
Gap between HOMO and LUMO (spin up / spin down) (Eh): 0.2644 / 0.2719
Molecular weight (g/mol): 843.9
2S+1: 3
Highest occupied orbital energy (spin up / spin down) (eV): -8.05 / -8.06

```
62
Properties=species:S:1:pos:R:3:forces:R:3
V 1.708 0.658 -1.051 -0.26 -1.83 -1.26
O 2.932 3.394 0.394 0.02 -0.09 0.03
Cl 2.188 2.178 0.601 0.29 0.87 0.82
O 1.482 2.222 1.867 0.07 -0.14 0.06
O 3.119 0.988 0.556 -0.42 0.35 -0.14
O 0.206 1.030 -2.141 0.13 0.07 0.11
C 2.122 3.814 -2.621 0.11 0.00 0.00
C 3.255 2.853 -2.816 -0.04 0.00 0.03
C 4.447 3.266 -3.459 -0.07 0.02 0.03
C 5.469 2.386 -3.648 0.03 -0.03 0.00
C 5.326 1.039 -3.238 0.09 0.08 -0.07
C 6.275 0.004 -3.432 0.00 0.09 -0.01
Br 7.943 0.389 -4.238 0.01 0.00 -0.01
C 6.000 -1.273 -3.051 -0.05 -0.14 0.05
C 4.761 -1.598 -2.456 0.29 0.00 -0.10
Br 4.419 -3.383 -1.984 -0.05 -0.03 0.03
C 3.817 -0.634 -2.228 -0.44 0.01 0.11
O 2.621 -0.873 -1.690 0.09 0.48 0.27
C 4.121 0.699 -2.615 -0.19 0.17 -0.07
N 3.123 1.615 -2.386 -0.04 -0.11 0.14
H 2.022 4.455 -3.497 0.00 0.00 -0.01
H 2.308 4.450 -1.754 0.03 -0.03 -0.01
H 1.188 3.278 -2.472 -0.06 -0.04 0.01
H 4.528 4.295 -3.788 0.00 -0.06 0.01
H 6.386 2.700 -4.129 -0.02 -0.01 0.01
H 6.726 -2.059 -3.207 -0.01 0.02 0.00
N -0.793 0.364 2.092 0.05 0.08 0.04
C -0.508 -0.853 1.618 -0.09 -0.23 -0.09
S 0.587 -1.168 0.365 0.08 0.25 -0.01
N -1.201 -1.859 2.192 0.04 -0.15 -0.10
C -1.163 -3.256 1.909 -0.08 0.04 0.02
C 0.029 -3.945 1.732 0.06 -0.03 0.06
C -0.009 -5.313 1.503 0.08 0.01 -0.01
C -1.216 -5.998 1.473 -0.02 0.00 0.00
C -2.400 -5.306 1.683 -0.01 -0.02 0.01
C -2.374 -3.938 1.898 -0.01 0.01 -0.05
H -0.108 1.093 1.960 0.12 0.25 -0.13
H -1.371 0.458 2.914 -0.02 0.02 0.01
H -1.951 -1.579 2.803 -0.05 0.02 0.13
H 0.974 -3.421 1.782 -0.09 -0.07 -0.02
H 0.922 -5.849 1.358 -0.07 0.04 0.01
H -1.232 -7.066 1.296 0.00 0.05 0.01
H -3.349 -5.829 1.673 0.05 0.03 0.00
H -3.298 -3.392 2.052 0.00 0.01 -0.01
S -2.713 3.876 2.062 -0.03 -0.16 -0.10
C -2.685 2.736 0.862 -0.04 0.14 0.17
S -1.445 2.731 -0.359 0.28 0.12 -0.05
C -2.039 1.215 -0.944 -0.13 -0.29 -0.10
N -3.088 0.774 -0.355 -0.18 0.20 0.37
N -3.485 1.664 0.634 -0.12 -0.32 0.05
C -4.553 1.216 1.481 0.10 0.05 -0.14
C -5.430 2.131 2.047 -0.05 -0.02 -0.01
C -6.452 1.672 2.866 0.00 0.06 -0.01
C -6.611 0.316 3.109 -0.02 -0.02 0.01
C -5.745 -0.591 2.516 0.04 -0.05 -0.03
C -4.712 -0.150 1.700 0.01 0.07 0.04
S -1.273 0.337 -2.226 0.47 0.25 -0.03
H -5.315 3.185 1.847 0.00 -0.04 0.02
H -7.134 2.388 3.308 0.03 -0.03 -0.02
H -7.416 -0.033 3.747 0.07 0.02 -0.05
H -5.879 -1.654 2.679 0.02 0.04 0.00
H -4.050 -0.850 1.208 0.00 0.02 -0.01
```
Forces are in eV/Å.

Here are the natural (NBO) charges for atoms 1 to 4, given in e: 1.219, -0.795, 1.920, -0.818


C23H26N4O2S | ωB97M-V with the def2-TZVPD basis set

Relative energy (zero: lowest compared OMol25 entry of this formula, charge and spin) (kJ/mol): 174.8
Largest force on an atom (eV/Å): 0.8
E (eV): -45164.195
Gap between HOMO and LUMO (Eh): 0.2908
Molecular weight (g/mol): 422.6
SMILES string: CCCCOc1cccc(-c2cc(C(=O)NNC(=S)NCC)c3ccccc3n2)c1
Highest occupied orbital energy (eV): -8.19

```
56
Properties=species:S:1:pos:R:3:forces:R:3
C 7.123 0.182 1.181 -0.17 -0.08 0.17
C 5.806 -0.288 1.786 -0.01 -0.03 -0.18
C 4.610 -0.089 0.853 -0.03 0.31 0.34
C 4.205 1.382 0.724 0.08 -0.37 -0.41
O 3.846 1.961 1.962 -0.02 0.12 0.25
C 2.638 1.689 2.522 -0.16 0.09 0.27
C 2.433 2.239 3.790 0.13 -0.07 -0.18
C 1.240 2.038 4.453 0.10 0.00 -0.06
C 0.230 1.297 3.866 -0.12 -0.10 -0.18
C 0.413 0.754 2.597 0.37 0.37 0.45
C -0.685 -0.011 1.991 -0.51 -0.31 -0.03
C -0.793 -0.167 0.589 -0.32 -0.22 -0.16
C -1.851 -0.861 0.052 0.33 0.03 0.53
C -1.942 -1.038 -1.422 0.06 0.31 -0.58
O -2.310 -2.046 -2.001 -0.03 -0.23 0.05
N -1.608 0.077 -2.125 0.12 0.33 -0.08
N -1.460 -0.023 -3.508 -0.21 -0.67 -0.06
C -0.315 0.462 -4.062 0.21 0.19 0.03
S 0.703 1.439 -3.187 0.45 0.42 0.28
N -0.056 0.181 -5.353 -0.09 -0.04 0.04
C -0.933 -0.521 -6.264 -0.40 0.04 -0.09
C -2.127 0.328 -6.698 0.16 -0.15 0.04
C -2.814 -1.433 0.928 0.19 0.17 0.30
C -3.936 -2.170 0.506 -0.30 -0.19 -0.06
C -4.816 -2.674 1.423 0.05 0.05 -0.27
C -4.623 -2.460 2.797 0.13 0.09 0.23
C -3.548 -1.744 3.241 -0.20 -0.12 -0.02
C -2.617 -1.211 2.322 -0.35 -0.26 -0.63
N -1.580 -0.514 2.810 0.52 0.29 0.20
C 1.623 0.947 1.932 0.11 0.01 -0.14
H 7.110 1.253 0.997 0.08 0.13 -0.06
H 7.314 -0.328 0.239 0.07 -0.03 -0.11
H 7.945 -0.033 1.859 0.13 0.04 0.00
H 5.618 0.252 2.716 -0.01 -0.10 0.07
H 5.886 -1.350 2.028 -0.02 0.03 0.08
H 4.845 -0.470 -0.143 -0.05 -0.04 -0.07
H 3.764 -0.659 1.244 -0.04 -0.03 -0.12
H 3.400 1.498 -0.012 0.06 0.06 0.07
H 5.057 1.976 0.385 -0.13 -0.03 -0.03
H 3.230 2.817 4.231 0.10 0.07 0.05
H 1.096 2.464 5.434 -0.01 0.05 0.07
H -0.708 1.130 4.370 -0.06 0.00 0.06
H -0.035 0.260 -0.049 0.06 0.04 -0.11
H -1.078 0.856 -1.741 -0.14 -0.14 -0.07
H -1.867 -0.898 -3.834 0.04 0.19 0.04
H 0.698 0.722 -5.751 -0.03 -0.08 0.21
H -0.337 -0.800 -7.135 -0.04 -0.10 0.14
H -1.281 -1.443 -5.789 0.10 -0.04 -0.13
H -2.721 0.621 -5.836 -0.08 0.05 0.03
H -1.786 1.228 -7.204 0.01 0.08 -0.05
H -2.755 -0.238 -7.381 -0.12 -0.03 -0.09
H -4.081 -2.346 -0.548 -0.02 -0.03 -0.04
H -5.672 -3.244 1.092 -0.05 -0.03 -0.06
H -5.333 -2.868 3.501 -0.03 -0.02 0.08
H -3.376 -1.564 4.290 0.03 0.03 0.10
H 1.774 0.502 0.962 0.04 -0.04 -0.10
```
Forces are in eV/Å.

Here are the natural (NBO) charges for atoms 1 to 4, given in e: -0.607, -0.398, -0.427, -0.068


C2H6NO2P | ωB97M-V with the def2-TZVPD basis set

Relative energy (zero: lowest compared OMol25 entry of this formula, charge and spin) (kJ/mol): 211.4
Largest force on an atom (eV/Å): 3.5
E (eV): -17043.577
Gap between HOMO and LUMO (Eh): 0.3252
Molecular weight (g/mol): 107.0
SMILES string: N[C@H](CO)P=O
Highest occupied orbital energy (eV): -9.05

```
12
Properties=species:S:1:pos:R:3:forces:R:3
N 0.785 1.346 0.295 -1.59 1.20 -0.69
C 0.256 -0.004 0.442 1.40 -0.52 2.96
C 0.245 -0.840 -0.794 1.38 1.10 -2.99
O -1.009 -0.402 -1.562 2.01 -1.04 1.32
P -1.665 0.050 0.809 0.43 -0.27 0.79
O -1.958 -1.089 1.727 0.32 0.58 -0.86
H 1.720 1.548 0.602 0.53 -0.78 -0.10
H 0.231 1.905 0.932 -0.11 0.56 -0.20
H 0.834 -0.363 1.399 -1.43 -0.74 -1.89
H 1.219 -0.797 -1.504 -2.19 0.50 1.48
H 0.146 -1.875 -0.656 -0.58 -1.33 0.64
H -0.803 0.522 -1.689 -0.16 0.74 -0.45
```
Forces are in eV/Å.

Here are the natural (NBO) charges for atoms 1 to 4, given in e: -0.859, -0.448, -0.101, -0.722


C3H39NO16 | ωB97M-V with the def2-TZVPD basis set

Relative energy (zero: lowest compared OMol25 entry of this formula, charge and spin) (kJ/mol): 245.7
Largest force on an atom (eV/Å): 2.5
E (eV): -37993.638
Gap between HOMO and LUMO (Eh): 0.3251
Molecular weight (g/mol): 345.3
Highest occupied orbital energy (eV): -9.52

```
59
Properties=species:S:1:pos:R:3:forces:R:3
C -0.218 -2.253 -1.805 0.10 1.06 1.01
C 1.253 -2.624 -1.627 -0.44 -2.43 0.04
C 1.531 -3.617 -0.485 -0.83 0.81 0.82
O 1.994 -1.460 -1.375 0.72 0.35 -0.41
N -0.752 -1.494 -0.638 0.86 -0.09 0.68
H -0.202 -1.526 -2.622 -0.27 -0.09 -0.27
H -0.900 -3.064 -2.062 0.25 -0.17 0.02
H 1.604 -3.172 -2.521 -0.06 0.66 -0.20
H 2.527 -4.042 -0.567 0.15 0.32 0.30
H 1.348 -3.036 0.433 0.82 -0.19 0.06
H 0.839 -4.447 -0.322 -0.22 -0.02 -0.83
H 2.253 -1.083 -2.251 -0.29 0.06 0.69
H 0.026 -1.067 -0.100 -0.63 -0.16 -1.10
H -1.115 -2.067 0.121 -0.49 -0.58 -0.65
H -1.961 2.861 -1.084 0.48 0.07 -0.21
H -1.473 1.700 -2.078 -0.39 0.53 0.54
O -2.172 2.002 -1.451 0.00 -0.20 0.04
H 2.267 0.885 -3.333 0.12 0.75 0.13
H 1.276 -0.015 -4.077 0.22 0.21 0.35
O 2.107 -0.013 -3.584 0.37 -1.06 -0.83
H -2.887 0.626 -0.130 0.14 -0.26 -0.41
H -3.728 -0.437 0.543 -0.01 -0.07 -0.34
O -3.477 -0.117 -0.338 -0.19 -0.19 0.57
H 1.500 0.004 0.054 -0.51 -0.36 -0.42
H 0.250 0.954 0.274 0.00 -0.21 -0.20
O 0.919 0.417 0.713 0.02 -0.77 0.37
H -0.111 2.056 -3.841 -0.47 -0.52 -0.09
H -0.882 0.649 -3.712 -0.36 0.53 0.11
O -0.243 1.259 -3.304 0.40 0.38 -0.04
H 1.876 3.283 -0.904 0.05 -0.51 0.16
H 1.718 1.738 -1.011 0.08 -0.21 -0.67
O 1.713 2.467 -0.400 0.09 1.46 0.02
H -2.460 -0.843 -3.830 -0.41 0.41 -0.08
H -2.688 -0.631 -2.384 -0.16 0.77 0.30
O -2.696 -0.120 -3.220 0.62 -1.40 -0.31
H -0.598 -1.937 2.808 -0.08 -0.15 -0.25
H -0.591 -1.716 4.251 -0.06 -0.21 0.12
O -0.195 -2.311 3.596 -0.26 -0.47 0.02
H 4.296 0.466 -0.313 0.60 -0.50 0.07
H 4.926 -0.690 -1.142 -0.19 -0.07 0.26
O 4.896 0.265 -1.048 -0.20 0.56 -0.41
H -1.028 0.288 3.885 0.24 -0.36 1.04
H -2.277 0.228 3.303 -1.39 -0.37 0.34
O -1.869 -0.169 4.095 1.31 0.87 -1.09
H 1.210 1.543 2.946 0.04 -0.24 0.29
H 0.940 2.242 1.646 0.16 0.16 0.01
O 0.711 2.275 2.579 -0.29 0.46 0.20
H 2.786 0.643 0.973 0.13 0.28 0.86
H 3.347 0.256 2.374 -0.10 -0.01 0.17
O 3.494 0.170 1.429 0.45 0.03 -0.73
H -4.102 1.679 1.955 1.19 -0.34 0.79
H -2.821 2.250 2.592 -0.10 -0.21 0.14
O -3.388 1.466 2.631 -0.87 0.63 -0.93
H -4.460 1.707 -0.438 -0.15 -1.01 -0.07
H -4.198 3.063 0.002 -0.23 0.25 0.57
O -4.550 2.236 0.358 -0.16 1.20 -0.69
H 1.503 -1.615 3.545 0.03 0.41 1.18
H 1.610 -0.661 2.545 0.22 0.88 -0.01
O 1.809 -0.681 3.498 -0.05 -0.68 -1.04
```
Forces are in eV/Å.

Here are the natural (NBO) charges for atoms 1 to 4, given in e: -0.239, 0.079, -0.633, -0.785


C31H28N6OSSeTi | ωB97M-V with the def2-TZVPD basis set

Largest force on an atom (eV/Å): 1.5
E (eV): -142886.052
Gap between HOMO and LUMO (spin up / spin down) (Eh): 0.1422 / 0.1772
Net charge: -2
Molecular weight (g/mol): 659.5
2S+1: 3
Highest occupied orbital energy (spin up / spin down) (eV): 0.61 / -0.36

```
69
Properties=species:S:1:pos:R:3:forces:R:3
Ti -0.248 0.011 -0.674 -0.99 -0.97 -0.43
C 1.130 -2.774 1.090 -0.10 0.04 -0.11
C -0.300 -3.230 1.330 0.04 -0.21 0.18
C -0.978 -2.545 2.493 0.00 0.09 0.03
C -2.329 -2.805 2.731 -0.03 0.02 -0.04
C -2.977 -2.132 3.740 -0.02 0.04 0.05
C -2.266 -1.206 4.497 0.06 0.00 -0.03
C -0.928 -1.029 4.207 -0.04 -0.03 0.01
N -0.289 -1.689 3.238 0.03 -0.01 0.08
N 1.286 -2.025 -0.166 0.12 0.08 -0.20
C 1.217 -2.912 -1.340 0.09 -0.03 0.05
C 0.103 -2.696 -2.335 -0.02 -0.06 -0.04
C -0.329 -3.765 -3.120 0.06 0.21 0.09
C -1.260 -3.525 -4.112 -0.09 -0.19 -0.16
C -1.739 -2.239 -4.301 0.10 0.20 0.22
C -1.300 -1.250 -3.434 -0.05 -0.17 -0.19
N -0.403 -1.480 -2.478 -0.01 0.14 0.05
C 2.607 -1.369 -0.135 -0.05 0.05 0.10
C 2.809 -0.474 -1.321 -0.18 -0.04 0.13
C 4.031 -0.378 -1.925 0.06 -0.01 -0.12
C 4.220 0.447 -3.063 -0.15 0.00 0.06
C 3.023 1.002 -3.595 0.11 -0.04 -0.03
C 1.834 0.848 -2.949 -0.21 0.05 0.10
N 1.675 0.201 -1.734 0.60 0.06 -0.22
H 1.833 -3.624 1.082 -0.03 -0.03 0.04
H 1.420 -2.111 1.905 0.01 0.00 -0.05
H -0.365 -4.312 1.497 0.08 0.01 -0.05
H -0.916 -2.983 0.453 -0.05 -0.03 0.02
H -2.860 -3.482 2.075 -0.01 0.01 -0.03
H -4.035 -2.289 3.911 -0.01 0.00 0.00
H -2.738 -0.615 5.270 -0.02 -0.01 0.00
H -0.331 -0.320 4.773 0.01 0.04 -0.02
H 1.190 -3.960 -1.017 0.00 0.04 0.00
H 2.150 -2.780 -1.905 -0.04 -0.06 -0.03
H 0.064 -4.757 -2.938 -0.01 -0.02 -0.02
H -1.617 -4.340 -4.732 0.01 0.02 0.01
H -2.474 -2.002 -5.057 0.00 -0.04 -0.03
H -1.691 -0.241 -3.486 0.02 -0.02 0.05
H 3.412 -2.123 -0.105 0.00 0.01 0.04
H 2.638 -0.821 0.808 -0.01 0.09 -0.10
H 4.846 -0.970 -1.520 0.02 0.02 0.01
H 5.179 0.555 -3.549 0.01 -0.02 -0.02
H 3.023 1.551 -4.530 0.03 0.01 0.00
H 0.928 1.274 -3.363 0.05 0.00 0.02
O 0.508 0.724 0.959 0.59 0.26 1.03
N 0.679 1.418 2.075 -0.16 -0.15 -0.47
C 1.898 1.318 2.649 0.11 -0.03 -0.01
C 2.222 1.927 3.824 -0.22 0.07 -0.02
C 1.209 2.691 4.446 0.30 -0.06 0.11
C -0.007 2.796 3.855 -0.42 -0.07 -0.35
C -0.359 2.167 2.600 0.32 0.25 0.69
S -1.843 2.317 1.887 -0.06 0.00 -0.08
H 2.594 0.716 2.087 -0.04 0.00 -0.03
H 3.216 1.809 4.231 -0.01 0.02 0.03
H 1.397 3.195 5.388 0.01 -0.01 -0.01
H -0.805 3.375 4.299 0.04 0.00 0.03
Se -2.453 -1.040 -0.302 0.23 0.19 -0.10
N -2.097 6.704 -3.798 -0.01 0.06 -0.04
C -1.837 5.694 -3.307 0.11 -0.37 0.22
C -1.512 4.429 -2.691 -0.08 0.40 -0.21
C -2.435 3.384 -2.698 -0.11 -0.10 0.01
C -2.114 2.169 -2.117 0.09 -0.18 0.19
C -0.865 1.896 -1.507 -0.22 0.60 -0.53
C 0.018 3.001 -1.517 0.13 -0.15 0.17
C -0.274 4.230 -2.080 0.02 -0.01 0.04
H -3.409 3.535 -3.151 0.01 0.01 0.00
H -2.867 1.386 -2.088 0.00 0.02 -0.04
H 0.997 2.882 -1.057 0.00 0.02 -0.03
H 0.450 5.037 -2.055 0.00 0.00 0.00
```
Forces are in eV/Å.

Here are the natural (NBO) charges for atoms 1 to 4, given in e: 1.248, -0.218, -0.507, 0.273


C12H25BBrClN2O7Sb | ωB97M-V with the def2-TZVPD basis set

Largest force on an atom (eV/Å): 1.5
E (eV): -119942.654
Gap between HOMO and LUMO (Eh): 0.2891
Net charge: -1
Molecular weight (g/mol): 557.3
Highest occupied orbital energy (eV): -5.38

```
50
Properties=species:S:1:pos:R:3:forces:R:3
C -3.492 -0.599 -0.722 -0.11 0.23 0.38
C -3.113 0.898 -0.655 -0.45 -0.13 -0.12
N -2.004 1.324 -1.505 0.31 -0.23 -0.15
C -0.709 0.703 -1.166 0.03 -0.30 0.01
C -0.295 0.992 0.265 -0.23 0.21 -0.53
Sb 1.871 0.902 0.584 -1.01 -0.74 0.90
Cl 2.173 2.668 -1.105 0.01 0.32 -0.24
Br 4.483 1.036 1.015 0.41 -0.04 0.04
C 1.753 -0.628 2.160 0.28 -0.28 -0.43
C 0.708 -1.708 1.881 0.01 0.00 0.43
C 1.252 -3.144 2.002 -0.15 -0.31 -0.04
C 0.104 -4.065 2.294 -0.49 -0.67 -0.97
O -0.512 -4.664 1.442 0.55 0.48 0.96
O -0.247 -4.178 3.635 0.15 -0.03 -0.32
C 1.668 2.558 2.034 0.15 0.39 -0.34
O 0.791 2.193 3.112 -0.02 -0.22 0.19
N -0.411 2.834 3.036 0.09 0.24 -0.33
O -1.155 2.476 3.873 -0.06 -0.16 0.22
C 2.217 -0.699 -0.880 0.55 0.08 -0.33
B 2.987 -0.326 -2.184 0.39 0.25 0.08
O 4.343 -0.658 -2.311 -0.55 -0.22 0.52
O 2.374 0.289 -3.276 0.09 -0.26 -0.01
C -2.321 1.158 -2.878 -0.02 -0.94 -0.70
C -2.951 2.362 -3.542 0.34 -0.28 0.04
O -2.078 0.141 -3.519 0.07 1.16 0.72
H -4.493 -0.708 -1.127 -0.05 -0.16 -0.27
H -3.525 -1.033 0.275 0.08 -0.04 0.14
H -2.793 -1.187 -1.303 0.07 -0.04 -0.24
H -3.982 1.484 -0.949 -0.10 0.15 0.01
H -2.907 1.164 0.374 0.25 0.22 0.08
H -0.743 -0.374 -1.345 -0.01 -0.13 0.02
H 0.025 1.104 -1.862 0.06 0.09 -0.10
H -0.857 0.344 0.934 0.15 -0.05 0.32
H -0.584 2.021 0.477 0.09 0.16 0.14
H 2.737 -1.092 2.139 0.21 0.10 -0.05
H 1.640 -0.194 3.147 -0.12 0.17 0.08
H -0.103 -1.601 2.605 -0.19 0.14 0.00
H 0.252 -1.615 0.899 -0.08 0.04 -0.16
H 1.683 -3.485 1.067 0.14 0.15 -0.19
H 2.013 -3.217 2.772 -0.04 0.06 0.25
H -0.854 -3.461 3.827 -0.20 0.17 0.25
H 2.629 2.847 2.443 0.13 -0.22 0.21
H 1.255 3.425 1.525 -0.16 -0.03 -0.18
H 2.800 -1.443 -0.342 0.12 0.06 0.26
H 1.275 -1.167 -1.157 -0.33 0.25 0.11
H 4.421 -1.300 -3.016 0.39 0.16 -0.52
H 1.930 -0.321 -3.861 -0.37 -0.03 -0.19
H -2.385 3.241 -3.254 -0.07 0.18 0.10
H -3.987 2.478 -3.243 -0.16 0.08 0.10
H -2.886 2.224 -4.614 -0.17 -0.03 -0.17
```
Forces are in eV/Å.

Here are the natural (NBO) charges for atoms 1 to 4, given in e: -0.652, -0.214, -0.513, -0.236